ORCA calculation (wB97M-V/def2-TZVPD) on the molecule C4H12N2O in a non-equilibrium geometry.

As for the charge: 0. The largest force on an atom comes out at 6.64 eV/Å. The calculation puts the energy relative to the best compared isomer or geometry (same formula, charge and spin) at 197.4 kJ/mol. The value obtained for the orbital gap is 10.1 eV. As for the SMILES: NCC[C@H](N)CO.

Bonds (Å) are listed after each position.
Positions of all 19 atoms, in Å:
1 C -0.7948 -0.1336 -1.6269  O2 1.426, C3 1.534, H8 1.118, H9 1.061
2 O 0.0457 -0.7931 -2.5721  C1 1.426, H17 0.997
3 C 0.1033 0.1521 -0.4171  C1 1.534, C4 1.512, N7 1.474, H10 1.158
4 C -0.5541 0.8511 0.7513  C3 1.512, C5 1.580, H11 1.119, H12 1.116
5 C 0.0970 0.3084 2.0843  C4 1.580, N6 1.490, H13 0.983, H14 1.120
6 N -0.3938 -1.0463 2.4618  C5 1.490, H15 1.035, H16 1.004
7 N 1.3935 0.6301 -0.9470  C3 1.474, H18 1.060, H19 1.038
8 H -1.5724 -0.8906 -1.3573  C1 1.118
9 H -1.1849 0.7904 -1.9720  C1 1.061
10 H 0.2534 -0.9013 0.0410  C3 1.158
11 H -0.5878 1.9540 0.5648  C4 1.119
12 H -1.6324 0.6250 0.9274  C4 1.116
13 H 1.0791 0.3516 2.1012  C5 0.983
14 H -0.2342 0.9957 2.9036  C5 1.120
15 H -1.3663 -1.0500 2.8167  N6 1.035
16 H 0.2500 -1.4057 3.1437  N6 1.004
17 H 0.9365 -0.3457 -2.5395  O2 0.997
18 H 1.3636 1.6866 -1.0301  N7 1.060
19 H 2.2235 0.3805 -0.3758  N7 1.038

ORCA calculation (wB97M-V/def2-TZVPD) on a 2-piece molecular cluster, C4H12N2O overall in a non-equilibrium geometry.

As for the charge: 0. The largest force on an atom comes out at 2.35 eV/Å. The calculation puts the energy relative to the best compared isomer or geometry (same formula, charge and spin) at 269.1 kJ/mol. The value obtained for the orbital gap is 9.3 eV. As for the SMILES: N/C=C/CCN.O.

Bonds (Å) are listed after each position.
Positions of all 19 atoms, in Å:
1 C -0.0235 -0.6096 2.0146  C2 1.544, N6 1.490, H7 1.133, H8 1.087
2 C -0.2780 0.6918 1.2230  C1 1.544, C3 1.554, H9 1.093, H10 1.117
3 C 0.7399 0.9124 0.0699  C2 1.554, C4 1.350, H11 1.095
4 C 0.3435 1.8822 -0.7816  C3 1.350, N5 1.417, H12 1.097
5 N 0.8277 2.1053 -2.0948  C4 1.417, H13 1.011, H14 1.038
6 N -0.6180 -1.8564 1.4555  C1 1.490, H15 1.018, H16 1.021
7 H 1.1005 -0.7124 1.9140  C1 1.133
8 H -0.2923 -0.4996 3.0620  C1 1.087
9 H -0.3146 1.6356 1.7728  C2 1.093
10 H -1.3107 0.7454 0.8020  C2 1.117
11 H 1.7879 0.6181 0.1847  C3 1.095
12 H -0.5573 2.4335 -0.4859  C4 1.097
13 H 1.0936 1.3152 -2.6665  N5 1.011
14 H 1.5809 2.7905 -2.2947  N5 1.038
15 H 0.0515 -2.1772 0.7593  N6 1.018
16 H -1.3826 -1.4553 0.9106  N6 1.021
17 H -1.5385 -2.1483 -1.9173  O19 0.964
18 H -0.2850 -2.8482 -2.3239  O19 0.964
19 O -0.9251 -2.8229 -1.6036  H17 0.964, H18 0.964

ORCA calculation (wB97M-V/def2-TZVPD) on a 2-piece molecular cluster, C4H12N2O2 overall in a non-equilibrium geometry.

As for the charge: -1. The largest force on an atom comes out at 1.88 eV/Å. The calculation puts the energy relative to the best compared isomer or geometry (same formula, charge and spin) at 104.3 kJ/mol. The spin multiplicity is 2. The value obtained for the orbital gap (alpha / beta) is 2.7 / 9.5 eV.

Bonds (Å) are listed after each position.
Positions of all 20 atoms, in Å:
1 C -1.3571 -1.6489 -0.1081  C2 1.541, H8 1.092, H9 1.094, H10 1.076
2 C -1.4353 -0.3609 0.7339  C1 1.541, N3 1.455, H11 1.087, H12 1.094
3 N -0.2876 0.5216 0.5837  C2 1.455, C4 1.448, H13 1.020
4 C 0.9428 0.0639 1.1943  N3 1.448, C5 1.516, H14 1.082, H15 1.097
5 C 2.1038 1.0202 1.0073  C4 1.516, N6 1.356, O7 1.221
6 N 1.8196 2.2537 0.5199  C5 1.356, H16 1.006, H17 1.007
7 O 3.2383 0.6567 1.2729  C5 1.221
8 H -0.5039 -2.2642 0.1843  C1 1.092
9 H -2.2067 -2.2202 0.2772  C1 1.094
10 H -1.3755 -1.3662 -1.1460  C1 1.076
11 H -2.3207 0.1996 0.4445  C2 1.087
12 H -1.6022 -0.6491 1.7757  C2 1.094
13 H -0.1223 0.5899 -0.4206  N3 1.020
14 H 0.8219 -0.0497 2.2639  C4 1.082
15 H 1.2666 -0.9383 0.8881  C4 1.097
16 H 0.9597 2.3892 0.0149  N6 1.006
17 H 2.5684 2.9245 0.5718  N6 1.007
18 H -1.2627 -0.2050 -3.9631  O20 0.978
19 H -0.4370 -0.9081 -2.9755  O20 0.984
20 O -0.8099 -0.0088 -3.1191  H18 0.978, H19 0.984

ORCA calculation (wB97M-V/def2-TZVPD) on a 2-piece molecular cluster, C4H12N2O2 overall in a non-equilibrium geometry.

As for the charge: 0. The largest force on an atom comes out at 1.11 eV/Å. The calculation puts the energy relative to the best compared isomer or geometry (same formula, charge and spin) at 174.9 kJ/mol. The value obtained for the orbital gap is 10.3 eV. As for the SMILES: CNC=O.CNCO.

Bonds (Å) are listed after each position.
Positions of all 20 atoms, in Å:
1 C -2.0584 -0.2082 0.2950  N2 1.354, O4 1.216, H5 1.093
2 N -1.9281 -1.1554 -0.6643  C1 1.354, C3 1.437, H6 1.008
3 C -3.0645 -1.9770 -0.9797  N2 1.437, H7 1.086, H8 1.092, H9 1.095
4 O -3.0222 -0.1347 1.0321  C1 1.216
5 H -1.2601 0.5330 0.3874  C1 1.093
6 H -1.1971 -1.0085 -1.3432  N2 1.008
7 H -3.4337 -2.5404 -0.1273  C3 1.086
8 H -2.7888 -2.6969 -1.7534  C3 1.092
9 H -3.8963 -1.4118 -1.4135  C3 1.095
10 C 2.6950 1.7628 1.4151  N11 1.467, H14 1.088, H15 1.087, H16 1.095
11 N 2.2609 1.3986 0.0620  C10 1.467, C12 1.450, H17 1.014
12 C 1.5424 0.1401 0.0157  N11 1.450, O13 1.428, H18 1.092, H19 1.089
13 O 0.7775 0.0770 -1.1889  C12 1.428, H20 0.972
14 H 1.8403 1.8450 2.0829  C10 1.088
15 H 3.2110 2.7151 1.3210  C10 1.087
16 H 3.3778 1.0344 1.8657  C10 1.095
17 H 3.0938 1.2515 -0.4977  N11 1.014
18 H 2.2134 -0.7187 0.0904  C12 1.092
19 H 0.8449 0.0813 0.8505  C12 1.089
20 H 0.7922 1.0129 -1.4498  O13 0.972

ORCA calculation (wB97M-V/def2-TZVPD) on a 2-piece molecular cluster, C4H12N2O2 overall in a non-equilibrium geometry.

As for the charge: 0. The largest force on an atom comes out at 5.06 eV/Å. The calculation puts the energy relative to the best compared isomer or geometry (same formula, charge and spin) at 270.4 kJ/mol. The value obtained for the orbital gap is 9.8 eV. As for the SMILES: C[C@@H](CN)NC=O.O.

Bonds (Å) are listed after each position.
Positions of all 20 atoms, in Å:
1 C -0.6202 0.8807 2.2332  N2 1.393, O7 1.180, H8 1.074
2 N -0.9783 -0.3386 1.6632  C1 1.393, C4 1.451, H9 1.018
3 C -1.3767 0.4445 -0.7079  C4 1.546, H10 1.018, H11 1.091, H12 1.154
4 C -0.8868 -0.6640 0.2520  N2 1.451, C3 1.546, C5 1.607, H13 1.202
5 C 0.6634 -0.9981 -0.0083  C4 1.607, N6 1.546, H14 1.133, H15 1.049
6 N 0.8709 -1.2736 -1.5152  C5 1.546, H16 1.005, H17 1.032
7 O -0.1364 1.8898 1.8602  C1 1.180
8 H -0.8020 0.7838 3.2867  C1 1.074
9 H -1.4119 -1.1174 2.1552  N2 1.018
10 H -2.2977 0.8200 -0.4893  C3 1.018
11 H -1.3611 0.0459 -1.7236  C3 1.091
12 H -0.7656 1.3959 -0.4770  C3 1.154
13 H -1.3979 -1.7453 0.1307  C4 1.202
14 H 1.1775 0.0001 0.1440  C5 1.133
15 H 1.0496 -1.7994 0.5471  C5 1.049
16 H 0.0340 -1.2905 -2.0714  N6 1.005
17 H 1.4299 -2.0855 -1.8202  N6 1.032
18 H 2.6130 1.9951 -0.5448  O20 0.913
19 H 2.2553 1.1246 -1.7550  O20 1.051
20 O 1.9413 1.9320 -1.1595  H18 0.913, H19 1.051

ORCA calculation (wB97M-V/def2-TZVPD) on a 2-piece molecular cluster, C4H12N2O2 overall in a non-equilibrium geometry.

As for the charge: 0. The largest force on an atom comes out at 2.86 eV/Å. The calculation puts the energy relative to the best compared isomer or geometry (same formula, charge and spin) at 236.5 kJ/mol. The value obtained for the orbital gap is 9.7 eV. As for the SMILES: NCNCCC=O.O.

Bonds (Å) are listed after each position.
Positions of all 20 atoms, in Å:
1 C 0.3607 -0.8563 0.1277  C2 1.579, N5 1.460, H8 1.099, H9 1.089
2 C -0.4479 -1.9727 -0.6431  C1 1.579, C3 1.487, H10 1.076, H11 1.098
3 C -1.4065 -1.3495 -1.5934  C2 1.487, O4 1.206, H12 1.107
4 O -1.3906 -0.2094 -1.9874  C3 1.206
5 N -0.6315 -0.0419 0.8223  C1 1.460, C6 1.462, H13 1.014
6 C -0.1041 0.8027 1.8924  N5 1.462, N7 1.464, H14 1.136, H15 1.104
7 N 0.1933 2.1596 1.4295  C6 1.464, H16 1.015, H17 1.016
8 H 0.9459 -0.2545 -0.5813  C1 1.099
9 H 0.9944 -1.3480 0.8637  C1 1.089
10 H 0.2121 -2.6368 -1.1733  C2 1.076
11 H -0.9050 -2.4643 0.2258  C2 1.098
12 H -2.2173 -2.0014 -1.9726  C3 1.107
13 H -1.2594 0.4455 0.1923  N5 1.014
14 H -0.9528 0.8039 2.6480  C6 1.136
15 H 0.7109 0.2177 2.3524  C6 1.104
16 H -0.2248 2.8004 2.0971  N7 1.015
17 H 1.1880 2.3677 1.4394  N7 1.016
18 H 1.7738 0.4443 -2.3570  O20 0.958
19 H 1.3347 1.6954 -1.5066  O20 0.960
20 O 1.8261 1.3975 -2.2758  H18 0.958, H19 0.960

ORCA calculation (wB97M-V/def2-TZVPD) on a 2-piece molecular cluster, C4H12N2O2 overall in a non-equilibrium geometry.

As for the charge: 0. The largest force on an atom comes out at 1.83 eV/Å. The calculation puts the energy relative to the best compared isomer or geometry (same formula, charge and spin) at 234.5 kJ/mol. The value obtained for the orbital gap is 9.5 eV. As for the SMILES: NCCNCC=O.O.

Bonds (Å) are listed after each position.
Positions of all 20 atoms, in Å:
1 N 1.5837 -0.5831 -1.9689  C2 1.475, H8 1.019, H9 1.016
2 C 0.5347 0.4301 -2.1862  N1 1.475, C3 1.531, H10 1.091, H11 1.088
3 C -0.6797 0.1344 -1.3028  C2 1.531, N4 1.457, H12 1.091, H13 1.094
4 N -0.7653 1.1436 -0.2553  C3 1.457, C5 1.472, H14 1.018
5 C -1.8297 0.9037 0.7330  N4 1.472, C6 1.526, H15 1.071, H16 1.092
6 C -1.6146 -0.4003 1.4959  C5 1.526, O7 1.203, H17 1.106
7 O -0.5006 -0.7225 1.8167  C6 1.203
8 H 2.5087 -0.2093 -2.1769  N1 1.019
9 H 1.6113 -0.8770 -0.9968  N1 1.016
10 H 0.2558 0.3523 -3.2377  C2 1.091
11 H 0.9358 1.4260 -2.0126  C2 1.088
12 H -0.6220 -0.9234 -1.0418  C3 1.091
13 H -1.5606 0.2960 -1.9308  C3 1.094
14 H 0.0801 1.0297 0.3010  N4 1.018
15 H -1.7077 1.7340 1.3985  C5 1.071
16 H -2.8552 0.9376 0.3592  C5 1.092
17 H -2.4700 -1.0457 1.7712  C6 1.106
18 H 3.3585 -0.6877 1.8722  O20 0.964
19 H 1.8644 -0.8541 2.2882  O20 0.961
20 O 2.4528 -0.7021 1.5435  H18 0.964, H19 0.961

ORCA calculation (wB97M-V/def2-TZVPD) on a 2-piece molecular cluster, C4H12N2O2 overall.

As for the charge: 0. The largest force on an atom comes out at 0.47 eV/Å. The calculation puts the energy relative to the best compared isomer or geometry (same formula, charge and spin) at 437.5 kJ/mol. The value obtained for the orbital gap is 9.1 eV.

Bonds (Å) are listed after each position.
Positions of all 20 atoms, in Å:
1 C 0.3668 -2.0698 -0.1894  N3 1.459, H9 1.088, H10 1.090, H11 1.089
2 C 1.9292 1.2394 0.8863  C4 1.490, H12 1.093, H13 1.093, H14 1.086
3 N 0.8043 -0.9096 0.5792  C1 1.459, C4 1.341, O5 1.396
4 C 1.2973 0.2045 0.0197  C2 1.490, N3 1.341, N6 1.330
5 O -0.0249 -0.6353 1.6678  N3 1.396, H7 1.073
6 N 1.0341 0.3863 -1.2710  C4 1.330, H8 1.011, H17 1.103
7 H -0.7691 -0.1151 1.0969  O5 1.073
8 H 1.4483 1.2105 -1.6857  N6 1.011
9 H 1.0882 -2.2723 -0.9786  C1 1.088
10 H -0.6230 -1.8980 -0.6133  C1 1.090
11 H 0.3301 -2.9046 0.5084  C1 1.089
12 H 2.8046 1.6553 0.3806  C2 1.093
13 H 1.2112 2.0486 1.0407  C2 1.093
14 H 2.2145 0.8288 1.8508  C2 1.086
15 C -2.6388 0.5730 -0.4082  O16 1.397, H18 1.105, H19 1.101, H20 1.101
16 O -1.2607 0.4674 -0.2028  C15 1.397
17 H -0.0686 0.3584 -1.2737  N6 1.103
18 H -3.1253 -0.4033 -0.5827  C15 1.105
19 H -3.1476 1.0308 0.4545  C15 1.101
20 H -2.8706 1.2049 -1.2795  C15 1.101